Computed, not measured: a single C7H6 molecule at a distorted geometry, with the ωB97M-V functional and the def2-TZVPD basis.

Atoms and positions in Å:
C (-3.105, 0.388, 0.091)
C (-4.003, 0.020, -0.689)
C (-1.814, 0.242, 0.396)
C (-0.704, 0.756, -0.336)
C (1.936, 0.154, -0.528)
C (1.351, -0.717, 0.659)
C (0.548, 0.278, -0.040)
H (-1.486, -0.556, 1.097)
H (-0.872, 1.336, -1.137)
H (2.719, 0.658, -0.148)
H (2.209, -0.269, -1.446)
H (1.276, -1.863, 0.513)
H (1.945, -0.428, 1.568)

Energy = -7348.8383 eV
ΔE to the lowest compared entry with this formula, charge and spin = 107.5 kcal/mol
Charge = 0
Gap between HOMO and LUMO (spin up / spin down) = 8.10 / 8.10 eV